This record from the OMol25 dataset describes a cluster of 13 separate species, C78H195N13O26 in total in a non-equilibrium geometry. The level of theory is ωB97M-V/def2-TZVPD.

## Properties
- maximum force (eV/A) = 4.10
- relative energy (zero: lowest compared OMol25 entry of this formula, charge and spin) (kcal/mol) = 135.0
- highest occupied orbital energy (eV) = -7.93

Atoms and positions in Å:
C1 -5.8586 -2.1079 -4.2683
O1 -5.7869 -1.6949 -2.8574
C2 -7.0400 -1.5665 -2.2511
C3 -6.8977 -0.5338 -1.2150
N1 -6.5850 0.7480 -1.8397
C4 -6.5283 1.8351 -0.8765
C5 -5.8646 3.0232 -1.6953
O2 -4.4768 2.7227 -1.8288
C6 -3.6410 3.7949 -2.3545
H1 -6.1228 -3.1563 -4.4071
H2 -4.8852 -2.0191 -4.7507
H3 -6.4970 -1.3767 -4.7639
H4 -7.3816 -2.4988 -1.8012
H5 -7.7452 -1.2917 -3.0355
H6 -5.9780 -0.7290 -0.6634
H7 -7.8093 -0.5448 -0.6175
H8 -5.7385 0.7775 -2.3898
H9 -5.8445 1.5580 -0.0742
H10 -7.4890 2.1115 -0.4420
H11 -6.0361 3.9175 -1.0962
H12 -6.3053 3.1114 -2.6883
H13 -3.4620 4.6038 -1.6462
H14 -4.0782 4.1632 -3.2825
H15 -2.6136 3.4656 -2.5100
C7 2.3249 -0.1011 2.1253
O3 2.4734 0.2682 3.5436
C8 2.7360 1.6754 3.6514
C9 3.1656 1.8272 5.1681
N2 3.5129 3.1955 5.5560
C10 4.0036 3.3206 6.9807
C11 4.3457 4.7818 7.3648
O4 4.7039 4.8357 8.7416
C12 4.8442 6.1143 9.3119
H16 1.4181 0.4295 1.8351
H17 2.1659 -1.1775 2.0602
H18 3.1734 0.1651 1.4950
H19 1.7770 2.1842 3.5526
H20 3.3984 2.0858 2.8892
H21 4.0589 1.2549 5.4181
H22 2.3656 1.3567 5.7397
H23 2.6955 3.7373 5.3142
H24 4.8908 2.6893 7.0293
H25 3.1844 2.9448 7.5937
H26 3.4666 5.3791 7.1230
H27 5.2351 5.0812 6.8102
H28 5.0572 5.8152 10.3382
H29 3.8712 6.6052 9.2906
H30 5.6364 6.7247 8.8783
C13 5.8145 -3.0070 -2.9450
O5 5.4075 -2.0215 -3.8398
C14 6.0610 -0.7708 -3.5954
C15 5.7260 0.2695 -4.6576
N3 6.5580 1.4694 -4.4659
C16 6.1388 2.6111 -5.2745
C17 6.3313 2.4159 -6.7880
O6 5.3915 1.5137 -7.3383
C18 5.8338 0.5525 -8.2823
H31 6.8819 -3.2235 -2.9010
H32 5.3413 -3.9545 -3.2027
H33 5.4897 -2.9239 -1.9078
H34 7.1475 -0.8371 -3.6514
H35 5.7579 -0.4350 -2.6037
H36 4.6574 0.4840 -4.6694
H37 5.8663 -0.1016 -5.6729
H38 7.5326 1.2332 -4.5861
H39 6.8012 3.4249 -4.9792
H40 5.1050 2.8533 -5.0282
H41 7.3565 2.0881 -6.9602
H42 6.1651 3.3823 -7.2639
H43 5.0095 -0.1119 -8.5414
H44 6.6476 -0.0687 -7.9081
H45 6.0602 0.9607 -9.2673
C19 1.7724 11.2252 2.8447
O7 2.3523 10.4893 1.6871
C20 2.2204 9.1336 1.8536
C21 0.7984 8.6785 1.4489
N4 0.8824 7.2955 0.9986
C22 -0.4471 6.8519 0.5283
C23 -0.2926 5.3810 0.0571
O8 -0.1758 4.4425 1.0712
C24 0.1073 3.1716 0.6166
H46 0.7147 10.9640 2.8780
H47 1.9294 12.2916 2.6826
H48 2.1728 11.1261 3.8537
H49 2.5461 8.8099 2.8421
H50 2.9079 8.7891 1.0811
H51 0.4763 9.2773 0.5969
H52 0.0816 8.7259 2.2687
H53 1.5555 7.2679 0.2461
H54 -0.8982 7.3579 -0.3253
H55 -1.2095 6.9027 1.3057
H56 0.5200 5.2481 -0.6572
H57 -1.2516 5.1327 -0.3976
H58 -0.7275 2.8557 -0.0090
H59 0.1919 2.5209 1.4869
H60 0.9516 3.1024 -0.0694
C25 -2.0125 -0.8887 -8.4146
O9 -0.6943 -0.9409 -7.8274
C26 0.3472 -0.5090 -8.6460
C27 1.6247 -0.7110 -7.7644
N5 1.9775 -2.1360 -7.6577
C28 2.9574 -2.3782 -6.6212
C29 2.7515 -3.8781 -6.2790
O10 1.4170 -4.2641 -5.9934
C30 0.8810 -4.0003 -4.6922
H61 -2.3938 0.1214 -8.5640
H62 -2.7635 -1.3429 -7.7683
H63 -1.9286 -1.4102 -9.3681
H64 0.2478 0.5498 -8.8855
H65 0.4313 -1.0216 -9.6043
H66 1.3542 -0.2619 -6.8087
H67 2.5035 -0.2737 -8.2382
H68 1.1056 -2.5491 -7.3589
H69 2.8338 -1.8445 -5.6788
H70 3.9718 -2.2235 -6.9890
H71 3.4527 -4.1379 -5.4860
H72 3.1648 -4.4756 -7.0916
H73 1.5425 -4.4568 -3.9559
H74 -0.0944 -4.4503 -4.5071
H75 0.8170 -2.9731 -4.3332
C31 0.3257 -10.2791 -3.8173
O11 -0.0276 -8.9302 -3.5716
C32 0.4606 -8.4861 -2.2730
C33 0.3148 -6.9800 -2.0396
N6 0.7877 -6.7872 -0.6794
C34 0.7277 -5.2927 -0.3660
C35 1.1172 -4.9112 1.0882
O12 0.0629 -5.3975 1.9154
C36 0.3119 -4.9630 3.2358
H76 -0.1970 -11.0188 -3.2109
H77 1.3873 -10.4295 -3.6213
H78 0.1447 -10.5850 -4.8477
H79 1.4493 -8.8770 -2.0326
H80 -0.2531 -8.9440 -1.5882
H81 -0.7079 -6.6164 -2.1390
H82 0.8728 -6.4253 -2.7940
H83 0.0039 -7.1804 -0.1783
H84 -0.2267 -4.8058 -0.5663
H85 1.5181 -4.7733 -0.9080
H86 1.2214 -3.8284 1.1571
H87 2.0874 -5.2713 1.4304
H88 0.1854 -3.8826 3.3061
H89 1.3077 -5.2301 3.5897
H90 -0.3867 -5.3030 4.0003
C37 -3.2821 -4.0087 -2.2440
O13 -2.7969 -5.2768 -2.6546
C38 -3.6296 -6.3137 -2.1288
C39 -4.0975 -7.3773 -3.1358
N7 -3.0084 -8.3898 -3.2646
C40 -3.3257 -9.4505 -4.1737
C41 -4.4667 -10.3251 -3.7935
O14 -4.6562 -11.4511 -4.6644
C42 -5.2634 -11.2133 -5.8606
H91 -2.7656 -3.1617 -2.6955
H92 -3.2162 -3.7794 -1.1804
H93 -4.3523 -3.8821 -2.4076
H94 -4.5008 -5.9859 -1.5617
H95 -2.9858 -6.7163 -1.3468
H96 -4.2566 -6.8683 -4.0864
H97 -5.0158 -7.7081 -2.6505
H98 -2.1489 -7.9272 -3.5242
H99 -2.4663 -10.1171 -4.2450
H100 -3.4735 -9.0076 -5.1586
H101 -5.3862 -9.7434 -3.8583
H102 -4.2680 -10.6536 -2.7734
H103 -4.8795 -10.3216 -6.3560
H104 -6.3058 -10.9903 -5.6331
H105 -5.1762 -12.1430 -6.4229
C43 -6.2845 0.8091 3.0994
O15 -6.5028 -0.5844 3.2989
C44 -6.5289 -1.3543 2.1243
C45 -6.9892 -2.7832 2.4453
N8 -7.0701 -3.6007 1.1942
C46 -5.7800 -3.7075 0.4362
C47 -4.8013 -4.6256 1.2952
O16 -4.1404 -3.9798 2.4272
C48 -3.0934 -4.7882 2.8977
H106 -7.0346 1.3221 2.4976
H107 -5.3879 0.9752 2.5022
H108 -6.2308 1.3666 4.0345
H109 -5.5928 -1.1586 1.6014
H110 -7.3303 -0.8534 1.5812
H111 -7.9512 -2.7235 2.9543
H112 -6.3796 -3.2591 3.2133
H113 -7.3509 -4.5416 1.4309
H114 -5.4125 -2.7105 0.1930
H115 -6.0164 -4.1930 -0.5106
H116 -4.1899 -5.1726 0.5775
H117 -5.4523 -5.4193 1.6618
H118 -2.2199 -4.9208 2.2593
H119 -3.4193 -5.7550 3.2813
H120 -2.8027 -4.1994 3.7677
C49 -2.3930 -1.5066 2.5865
O17 -1.8156 -0.3254 1.9144
C50 -2.6470 0.2591 0.9286
C51 -2.8910 -0.8067 -0.2836
N9 -1.7824 -0.9438 -1.2184
C52 -0.5956 -1.4624 -0.5723
C53 0.5497 -1.6801 -1.5868
O18 1.6633 -2.1873 -0.7479
C54 2.9228 -2.0548 -1.3861
H121 -1.7985 -2.3403 2.2127
H122 -3.3448 -1.8359 2.1697
H123 -2.4860 -1.4262 3.6695
H124 -2.2683 1.1998 0.5289
H125 -3.6115 0.4144 1.4121
H126 -3.6383 -0.3199 -0.9102
H127 -3.1702 -1.7842 0.1096
H128 -1.6927 -0.2050 -1.9012
H129 -0.7326 -2.3459 0.0512
H130 -0.2058 -0.7030 0.1056
H131 0.7925 -0.7122 -2.0254
H132 0.4194 -2.3553 -2.4325
H133 3.5715 -2.6064 -0.7057
H134 3.2828 -1.0312 -1.4900
H135 3.1049 -2.6668 -2.2695
C55 3.9244 5.0675 -4.4682
O19 3.0682 3.8938 -4.4532
C56 2.5308 3.5617 -3.1436
C57 2.4302 2.0472 -2.9032
N10 1.3930 1.4953 -3.7496
C58 -0.0187 1.7691 -3.3245
C59 -0.9996 0.9096 -4.0593
O20 -2.2336 1.0732 -3.4106
C60 -3.3112 0.4046 -4.0405
H136 4.6590 5.1491 -5.2693
H137 4.5132 5.1942 -3.5596
H138 3.2781 5.9381 -4.3563
H139 1.5893 4.0636 -2.9208
H140 3.0362 3.9340 -2.2525
H141 2.2038 1.8646 -1.8528
H142 3.3218 1.4541 -3.1065
H143 1.4058 1.6915 -4.7402
H144 -0.2355 2.8010 -3.6005
H145 -0.0916 1.7089 -2.2386
H146 -0.6563 -0.1249 -4.0461
H147 -1.0530 1.1720 -5.1159
H148 -3.3355 0.6090 -5.1109
H149 -4.2326 0.6913 -3.5336
H150 -3.1259 -0.6560 -3.8710
C61 10.0433 0.3372 0.3844
O21 8.7854 0.1519 1.0379
C62 7.7328 -0.1948 0.1754
C63 6.3415 -0.4946 0.8308
N11 6.4341 -1.8438 1.5093
C64 5.0964 -2.2057 2.0473
C65 5.1075 -3.4051 3.0238
O22 5.1818 -4.6272 2.3268
C66 5.0951 -5.7544 3.2213
H151 10.7750 0.7271 1.0920
H152 9.9335 0.9548 -0.5071
H153 10.5467 -0.5711 0.0534
H154 8.0128 -1.0591 -0.4268
H155 7.5913 0.5806 -0.5776
H156 5.5986 -0.4532 0.0342
H157 6.0300 0.2292 1.5840
H158 7.1330 -1.5854 2.1913
H159 4.4059 -2.5258 1.2670
H160 4.6699 -1.3899 2.6309
H161 4.2167 -3.3699 3.6509
H162 5.9063 -3.3430 3.7628
H163 5.3837 -6.7444 2.8680
H164 4.0744 -5.8552 3.5901
H165 5.7980 -5.6938 4.0522
C67 -0.9992 7.7441 4.4096
O23 -2.0907 7.6559 5.3033
C68 -3.3613 7.2686 4.8035
C69 -3.4574 5.8502 4.1031
N12 -2.7710 4.8505 4.9117
C70 -2.4213 3.7536 3.9514
C71 -3.6275 3.0055 3.3775
O24 -4.3327 3.7621 2.3784
C72 -3.6942 4.0157 1.1165
H166 -0.6467 6.7817 4.0387
H167 -0.2894 8.4222 4.8836
H168 -1.3945 8.2701 3.5406
H169 -3.8329 8.1047 4.2871
H170 -4.0570 7.3364 5.6399
H171 -3.1143 5.8593 3.0686
H172 -4.5103 5.5725 4.1510
H173 -1.8938 5.2319 5.2360
H174 -1.8269 3.0420 4.5243
H175 -1.8659 4.1397 3.0966
H176 -4.3311 2.6735 4.1409
H177 -3.2806 2.0502 2.9835
H178 -2.6755 4.3906 1.2159
H179 -4.2724 4.7646 0.5753
H180 -3.5391 3.0951 0.5539
C73 1.0771 5.6388 11.3367
O25 1.1950 5.6432 9.8929
C74 0.1194 6.3093 9.1737
C75 0.2838 5.9624 7.7018
N13 -0.4789 4.7602 7.3009
C76 -0.1311 3.5193 7.9635
C77 -0.9002 2.3066 7.3524
O26 -0.2261 1.8823 6.1614
C78 -0.8019 0.6014 5.6363
H181 1.1394 6.6805 11.6514
H182 1.8946 4.9971 11.6653
H183 0.1174 5.1868 11.5869
H184 0.2423 7.3702 9.3918
H185 -0.8910 6.1118 9.5319
H186 1.2894 5.9832 7.2818
H187 -0.3401 6.6803 7.1694
H188 -1.4290 5.0027 7.5430
H189 -0.5099 3.5910 8.9831
H190 0.9234 3.2632 8.0662
H191 -1.9451 2.5558 7.1677
H192 -0.9215 1.4699 8.0508
H193 -0.1296 0.0399 4.9875
H194 -1.6347 0.7780 4.9556
H195 -1.2416 -0.1531 6.2886

Here are the Mulliken charges for atoms 1 to 2, given in e:
1. C -1.132
2. O 0.382